1.
111
Properties=species:S:1:pos:R:3:forces:R:3:mulliken_charge:R:1 method="wB97M-V/def2-TZVPD" e_tot_ev=-125027.33941 largest_force_ha_per_bohr=0.029 e_above_lowest_kj_mol=0.0 spin_multiplicity=1 total_charge=+1
C 3.739 -2.505 2.282 0.26 0.41 -0.01 -1.47
C 2.453 -2.273 1.498 0.45 -0.27 0.62 1.11
Br 1.238 -1.227 2.639 -0.04 0.05 -0.25 -0.14
C 1.787 -3.582 1.008 -0.21 0.61 -0.26 -0.88
C 1.653 -3.522 -0.497 0.08 -0.42 1.45 1.75
C 2.682 -4.053 -1.216 0.70 -0.43 -0.52 -0.57
C 2.625 -4.014 -2.587 1.05 -0.52 -0.37 -1.20
C 1.571 -3.433 -3.175 -0.56 0.34 -1.06 -0.19
N 0.558 -2.911 -2.472 -0.68 0.50 -0.29 1.19
C -0.554 -2.313 -3.273 -0.17 0.48 -0.35 -1.56
C -0.859 -0.814 -3.077 0.17 -0.36 0.04 -0.83
C 0.337 0.089 -2.749 -0.46 0.46 0.05 -0.33
C 0.044 1.116 -1.662 1.02 0.93 0.16 0.07
N -0.663 2.324 -2.182 0.04 -0.72 0.47 -0.25
C -1.648 2.762 -1.238 -1.11 -0.45 -0.43 0.30
N -2.828 2.283 -1.182 0.25 0.32 -0.11 -0.68
N -1.291 3.809 -0.350 0.50 0.27 -0.04 -0.57
C 0.565 -2.942 -1.128 -0.25 0.19 0.58 0.28
C -0.548 -2.376 -0.308 -0.97 0.04 -0.84 1.49
C -1.926 -3.046 -0.513 -0.11 0.37 0.93 -0.20
C -2.884 -2.687 0.658 -0.42 -0.58 -0.64 -1.43
C -3.171 -3.875 1.585 0.22 1.01 1.05 -1.04
C -2.106 -3.988 2.713 -0.20 -0.58 -0.60 0.05
N -1.413 -5.293 2.724 0.19 0.41 0.07 -0.59
H 4.375 -1.624 2.223 -0.05 0.13 -0.01 0.39
H 3.569 -2.674 3.342 -0.10 -0.35 0.03 0.38
H 4.320 -3.320 1.853 -0.06 -0.16 0.00 0.40
H 2.691 -1.620 0.665 -0.21 0.06 -0.16 -0.49
H 0.823 -3.726 1.481 -0.02 -0.12 0.10 -0.78
H 2.407 -4.441 1.252 0.10 0.01 0.14 0.82
H 3.549 -4.511 -0.763 -0.05 0.00 0.35 0.44
H 3.383 -4.426 -3.232 0.24 -0.09 0.10 0.57
H 1.511 -3.380 -4.248 -0.19 0.10 -0.15 0.55
H -1.447 -2.908 -3.125 -0.09 -0.09 0.19 0.47
H -0.293 -2.448 -4.318 0.32 -0.17 -0.01 0.87
H -1.264 -0.483 -4.030 -0.25 -0.14 -0.07 0.65
H -1.668 -0.705 -2.357 0.06 0.10 0.21 0.23
H 1.244 -0.445 -2.474 -0.01 -0.28 0.07 -0.55
H 0.586 0.660 -3.644 0.27 -0.03 -0.05 0.87
H -0.495 0.707 -0.803 -0.11 -0.28 -0.13 0.35
H 1.009 1.466 -1.285 -0.02 -0.05 0.12 -0.19
H -1.123 2.050 -3.041 -0.29 0.20 0.04 0.37
H -2.947 1.550 -1.880 -0.08 0.06 -0.05 0.27
H -1.116 3.459 0.585 0.11 -0.05 -0.01 0.27
H -2.082 4.436 -0.251 -0.21 -0.20 0.12 0.28
H -0.326 -2.420 0.744 0.32 0.00 0.09 -0.65
H -0.674 -1.322 -0.542 0.16 0.16 0.04 -1.66
H -1.823 -4.130 -0.523 0.03 -0.06 -0.36 0.47
H -2.413 -2.685 -1.410 0.14 -0.24 -0.34 0.10
H -2.518 -1.824 1.212 0.07 -0.01 0.15 0.51
H -3.836 -2.376 0.229 -0.02 0.08 -0.10 0.54
H -4.122 -3.677 2.077 -0.16 -0.11 -0.09 0.31
H -3.299 -4.805 1.032 0.12 -0.05 -0.09 0.54
H -1.387 -3.177 2.582 0.13 0.02 0.10 -0.15
H -2.583 -3.821 3.676 -0.02 -0.05 0.10 0.38
H -0.416 -5.141 2.654 0.04 -0.25 0.03 0.20
H -1.698 -5.864 1.940 0.03 -0.06 0.00 0.22
C -2.206 7.070 -2.501 0.36 -0.19 0.19 -0.52
O -0.969 6.394 -2.255 -0.08 0.24 -0.08 -0.52
H -2.024 7.860 -3.226 0.07 -0.01 0.01 0.31
H -2.947 6.381 -2.898 -0.14 0.13 -0.03 0.23
H -2.576 7.511 -1.571 -0.21 0.08 -0.12 0.23
H -1.150 5.706 -1.608 0.35 -0.11 -0.02 0.25
C -0.341 -8.550 5.042 0.09 0.30 -0.10 -0.50
O 0.860 -7.797 4.885 0.06 -0.07 -0.03 -0.49
H -0.081 -9.517 5.462 0.06 0.02 0.00 0.25
H -1.022 -8.032 5.721 -0.12 -0.14 -0.02 0.24
H -0.822 -8.695 4.072 -0.14 -0.10 0.09 0.22
H 0.611 -6.947 4.516 -0.03 0.03 0.05 0.27
C 2.464 -2.062 6.145 0.15 -0.29 0.19 -0.44
O 3.746 -2.674 6.248 -0.06 0.10 -0.19 -0.53
H 2.570 -1.162 5.544 0.05 0.00 0.00 0.14
H 1.758 -2.739 5.654 -0.12 0.12 0.00 0.18
H 2.085 -1.789 7.132 -0.10 0.06 -0.06 0.36
H 3.650 -3.469 6.780 0.07 0.00 0.03 0.31
C 3.913 0.126 -1.539 -0.10 -0.24 -0.10 -0.36
O 4.561 -1.142 -1.489 0.01 -0.12 0.12 -0.62
H 4.629 0.884 -1.240 0.05 -0.01 0.02 0.37
H 3.567 0.346 -2.552 -0.01 0.13 0.03 0.28
H 3.066 0.151 -0.848 -0.09 0.19 0.05 0.01
H 3.929 -1.815 -1.758 0.09 0.10 -0.07 0.28
C -0.807 10.800 -1.164 0.05 -0.39 -0.03 -0.56
O -0.410 9.918 -0.117 -0.01 0.09 0.06 -0.46
H -0.805 11.820 -0.789 0.04 -0.05 0.13 0.23
H -0.106 10.727 -1.999 -0.09 0.13 -0.09 0.25
H -1.816 10.547 -1.503 0.00 0.14 -0.12 0.24
H -0.421 9.028 -0.481 0.03 -0.02 0.01 0.29
C -6.363 5.944 -2.714 0.14 -0.17 0.15 -0.57
O -5.097 6.031 -2.061 -0.19 -0.05 -0.04 -0.44
H -6.596 6.923 -3.123 0.05 0.03 0.02 0.22
H -6.328 5.216 -3.528 -0.10 0.04 -0.04 0.27
H -7.144 5.659 -2.004 -0.08 0.03 -0.08 0.25
H -4.901 5.161 -1.702 0.00 0.00 0.04 0.26
C -0.529 -6.560 -3.536 0.06 0.28 0.04 -0.57
O -0.924 -5.414 -4.292 -0.03 -0.12 -0.03 -0.60
H -0.963 -7.436 -4.007 -0.02 0.03 -0.04 0.31
H 0.560 -6.662 -3.531 -0.01 -0.11 0.04 0.24
H -0.896 -6.490 -2.508 0.02 -0.11 0.01 0.19
H -0.540 -4.642 -3.875 -0.04 -0.11 -0.01 0.24
C 3.077 2.902 1.175 -0.27 0.01 -0.02 -0.54
O 2.229 3.050 0.034 0.17 -0.25 0.07 -0.42
H 4.106 2.865 0.827 -0.02 0.03 -0.06 0.23
H 2.960 3.749 1.852 0.10 -0.02 0.06 0.33
H 2.846 1.975 1.710 0.10 0.02 0.06 0.14
H 1.325 3.086 0.357 -0.03 0.24 -0.11 0.21
C 1.414 8.930 2.913 0.02 -0.17 -0.25 -0.46
O 1.991 7.674 2.553 -0.02 -0.03 0.14 -0.50
H 1.672 9.137 3.948 0.05 -0.08 0.01 0.24
H 1.810 9.724 2.277 -0.10 0.10 0.07 0.22
H 0.327 8.890 2.813 -0.01 0.17 0.04 0.20
H 1.758 7.505 1.637 0.05 0.01 -0.03 0.29

2.
13
Properties=species:S:1:pos:R:3:forces:R:3:mulliken_charge:R:1 method="wB97M-V/def2-TZVPD" e_tot_ev=-6218.43495 largest_force_ha_per_bohr=0.063 e_above_lowest_kj_mol=329.2 spin_multiplicity=1 smiles="[H]/N=C/N.C=C"
H -1.507 -0.973 -1.838 1.39 -0.85 -0.12 0.22
N -1.827 -1.590 -1.095 -2.77 1.68 -0.32 -0.61
C -1.815 -0.950 0.028 1.71 -1.98 0.11 0.07
N -2.868 -0.863 0.886 -0.03 -0.61 -0.53 -0.43
H -0.782 -0.793 0.400 -0.67 1.46 0.56 0.22
H -3.714 -1.254 0.483 0.11 0.03 0.04 0.29
H -2.756 -1.058 1.864 0.27 0.27 0.26 0.23
C 3.309 1.388 0.627 -0.83 -0.59 -0.59 -0.40
C 3.245 1.965 -0.572 0.33 1.36 0.98 -0.47
H 2.637 0.571 0.874 -0.05 0.09 0.06 0.19
H 3.979 1.678 1.427 0.29 0.05 -0.36 0.22
H 2.462 1.926 -1.319 0.04 -0.91 0.10 0.25
H 3.907 2.807 -0.734 0.22 0.00 -0.18 0.21

3.
162
Properties=species:S:1:pos:R:3:forces:R:3:mulliken_charge:R:1 method="wB97M-V/def2-TZVPD" e_tot_ev=-79791.38431 largest_force_ha_per_bohr=0.092 spin_multiplicity=2 s2=0.75 total_charge=+1
C -22.053 -25.661 -13.832 0.40 -1.10 -1.09 -0.46
O -21.245 -24.521 -13.932 -0.20 1.14 1.42 -0.41
H -21.968 -26.144 -14.806 -0.43 -0.44 -0.14 0.09
H -21.666 -26.388 -13.119 -0.05 0.09 0.38 0.17
H -23.115 -25.486 -13.656 0.19 0.52 0.19 0.30
H -20.614 -24.650 -14.644 0.01 -0.12 -0.44 0.37
C -18.368 -25.672 -8.076 0.07 1.22 -0.17 -0.48
O -18.869 -24.553 -8.837 0.05 -0.21 0.58 -0.35
H -17.759 -25.370 -7.224 0.42 0.40 -0.14 0.17
H -19.155 -26.236 -7.576 -0.19 -0.56 -0.80 0.36
H -17.735 -26.138 -8.832 -0.24 -0.88 0.52 0.11
H -19.305 -23.941 -8.239 -0.12 0.07 0.04 0.25
C -10.074 -26.790 -15.626 -0.35 -1.12 -1.69 -0.38
O -10.582 -27.999 -15.188 -0.59 -1.32 1.32 -0.51
H -10.866 -26.041 -15.604 0.48 0.79 0.63 0.08
H -9.078 -26.657 -15.204 -0.05 0.96 0.01 0.27
H -10.008 -27.053 -16.682 0.71 0.81 -0.40 0.36
H -10.529 -28.047 -14.231 -0.19 -0.13 0.10 0.28
C -18.628 -28.357 -11.510 -0.03 -0.63 3.09 -0.82
O -18.628 -28.092 -12.806 -0.41 0.54 -4.05 -0.28
H -19.509 -28.971 -11.322 -0.07 0.14 0.67 0.30
H -17.746 -28.907 -11.183 0.26 -0.32 0.10 0.26
H -18.607 -27.416 -10.960 -0.47 -0.09 0.62 0.18
H -18.190 -27.249 -12.942 0.62 0.03 -0.13 0.13
C -13.612 -21.334 -13.056 0.43 -1.18 -1.83 -0.98
O -12.995 -21.198 -14.453 -1.54 -0.09 2.26 -0.63
H -14.632 -21.699 -13.179 -0.51 1.31 -0.39 0.48
H -13.340 -22.242 -12.518 1.38 -0.08 -0.07 0.32
H -13.447 -20.476 -12.405 -0.26 0.12 -0.47 0.43
H -12.107 -21.560 -14.404 -0.18 0.23 0.49 0.46
C -13.440 -24.828 -14.740 1.58 0.19 -0.34 -1.12
O -14.306 -25.879 -14.564 -1.43 -0.03 0.37 -0.48
C -15.495 -25.866 -15.400 -0.35 -1.63 0.79 -1.16
C -16.627 -26.667 -14.570 1.48 0.70 -0.94 0.35
N -16.680 -26.125 -13.239 0.65 -0.36 0.28 -0.63
C -17.428 -24.915 -13.144 0.27 -0.47 -1.65 0.19
C -17.363 -24.339 -11.812 -1.38 1.20 1.64 0.15
O -16.139 -23.700 -11.597 1.87 1.07 0.69 -0.14
C -15.899 -22.861 -10.419 -0.38 0.04 -1.09 -0.30
H -12.977 -24.885 -15.726 -0.35 0.47 -0.77 0.37
H -12.541 -24.974 -14.142 -0.20 -0.38 0.74 0.35
H -13.771 -23.819 -14.498 -0.60 0.03 -0.24 0.53
H -15.189 -26.385 -16.308 -0.42 -0.04 -0.25 0.72
H -15.855 -24.869 -15.657 0.26 0.24 0.25 0.37
H -16.402 -27.730 -14.484 0.20 0.02 -0.39 0.37
H -17.611 -26.567 -15.028 0.13 -0.04 -0.25 -0.60
H -15.731 -25.848 -13.033 0.39 -0.52 0.58 0.51
H -18.430 -25.164 -13.495 -0.44 0.45 0.40 0.05
H -17.027 -24.158 -13.818 -0.09 0.42 -0.39 0.53
H -17.539 -25.059 -11.013 -0.36 -0.06 -0.01 0.03
H -18.166 -23.606 -11.889 -0.25 0.31 0.98 -0.44
H -14.946 -22.350 -10.555 0.39 -0.61 -0.24 -0.03
H -15.885 -23.364 -9.452 -0.22 -0.38 -0.30 0.10
H -16.546 -21.986 -10.365 -0.80 -0.32 -0.06 0.32
C -10.612 -20.352 -0.382 0.90 -0.05 -1.57 -0.75
O -10.902 -20.941 -1.685 -0.80 0.70 0.83 -0.32
C -12.315 -21.171 -1.881 0.25 0.69 -0.89 -0.72
C -12.560 -21.379 -3.406 0.91 -0.03 0.95 -0.47
N -12.576 -20.157 -4.215 -0.57 0.21 0.36 -0.44
C -12.700 -20.568 -5.608 -1.11 0.43 -0.25 -0.02
C -12.974 -19.488 -6.676 -0.13 -0.96 -0.03 -0.60
O -13.435 -20.216 -7.915 2.18 0.96 0.84 -0.29
C -12.370 -20.742 -8.759 -0.95 0.90 0.10 -0.67
H -10.547 -21.131 0.377 -0.38 0.22 0.19 0.28
H -11.207 -19.470 -0.145 -0.80 -0.47 0.13 0.33
H -9.634 -19.886 -0.500 0.32 -0.43 0.03 0.26
H -12.869 -20.286 -1.569 -0.11 0.13 0.17 0.36
H -12.635 -22.012 -1.266 -0.10 -0.24 -0.20 0.37
H -13.460 -21.953 -3.625 0.06 -0.07 0.24 0.40
H -11.659 -21.910 -3.712 -0.08 -0.92 -0.16 0.37
H -11.691 -19.715 -4.010 0.17 0.35 -0.34 0.27
H -13.600 -21.178 -5.683 0.19 -0.41 0.23 -0.09
H -11.835 -21.157 -5.914 0.13 -0.28 -0.29 0.30
H -12.075 -18.873 -6.662 0.33 0.06 -1.39 0.34
H -13.764 -18.774 -6.441 -0.28 -0.52 0.17 0.30
H -11.419 -20.883 -8.244 -0.23 -0.52 0.26 0.38
H -12.133 -20.080 -9.592 -0.12 0.67 0.03 0.31
H -12.777 -21.610 -9.279 0.22 -0.46 0.56 0.12
C -24.306 -27.621 -19.076 0.93 0.30 1.14 -0.71
O -23.338 -27.942 -18.033 0.00 -0.54 -0.98 -0.29
C -22.425 -28.953 -18.480 1.93 0.78 -0.19 -0.73
C -21.030 -28.800 -17.739 -1.44 0.93 0.16 -0.46
N -20.486 -27.459 -17.869 -0.42 0.83 -0.42 -0.43
C -19.331 -27.108 -17.006 -3.07 0.21 0.08 -0.45
C -19.171 -25.570 -17.058 1.45 0.21 -0.47 -0.73
O -20.008 -24.630 -16.297 0.71 0.37 -0.45 -0.35
C -19.625 -23.206 -16.497 -0.17 -0.60 -0.81 -1.02
H -23.767 -27.520 -20.018 -0.23 -0.11 -0.17 0.34
H -24.712 -26.647 -18.802 -0.09 -0.09 -0.02 0.24
H -25.113 -28.352 -19.123 0.11 -0.14 -0.11 0.26
H -22.178 -28.800 -19.531 -0.42 -0.06 -0.34 0.40
H -22.796 -29.966 -18.324 -0.17 -0.01 0.05 0.38
H -20.203 -29.398 -18.122 -0.67 -1.03 0.27 0.38
H -21.378 -28.982 -16.722 0.93 -0.54 0.63 0.22
H -21.237 -26.805 -17.700 -0.13 0.20 0.09 0.31
H -18.504 -27.686 -17.419 0.57 0.61 0.34 0.33
H -19.568 -27.458 -16.001 0.47 -0.08 0.43 0.17
H -19.244 -25.356 -18.124 -0.16 0.46 -0.07 0.50
H -18.131 -25.410 -16.775 0.16 0.46 0.09 0.48
H -18.745 -22.842 -15.967 0.30 -0.78 0.31 0.32
H -20.398 -22.481 -16.243 -0.61 -0.85 0.49 0.33
H -19.461 -22.986 -17.552 0.17 -0.48 -0.22 0.42
C -9.612 -22.068 -12.711 0.26 1.02 -1.39 -0.87
O -10.644 -22.179 -13.787 2.15 -0.92 1.53 -0.53
C -10.311 -23.279 -14.603 -0.53 -0.48 -0.37 -0.53
C -9.035 -23.154 -15.462 -2.26 -0.31 0.04 -0.84
N -9.129 -21.979 -16.320 4.00 -1.33 2.10 0.10
C -7.871 -21.786 -17.107 -2.00 2.86 0.12 -0.44
C -7.683 -20.232 -17.432 0.59 -0.76 -1.75 -0.76
O -6.955 -19.509 -16.487 -0.26 -0.31 0.69 -0.33
C -6.464 -18.236 -16.954 0.87 -0.43 0.07 -0.74
H -9.909 -21.448 -11.865 -0.55 -0.10 -0.40 0.26
H -8.809 -21.561 -13.246 0.37 0.29 0.51 0.33
H -9.165 -22.991 -12.342 -0.75 -0.47 -0.19 0.35
H -11.158 -23.412 -15.277 -0.06 0.02 -0.10 0.18
H -10.243 -24.202 -14.027 0.13 -0.03 0.13 0.69
H -8.957 -24.051 -16.076 0.04 -0.07 -0.25 0.59
H -8.141 -23.179 -14.839 0.36 0.70 -0.09 0.44
H -9.502 -21.194 -15.805 -0.89 0.80 -0.32 0.38
H -8.079 -22.463 -17.936 0.53 0.39 -0.70 0.43
H -6.988 -22.138 -16.572 -0.21 -0.21 0.34 0.33
H -8.561 -19.655 -17.722 -0.87 -0.55 0.39 0.47
H -7.171 -20.271 -18.393 0.61 0.08 -0.18 0.47
H -7.168 -17.628 -17.522 -0.32 -0.29 0.08 0.32
H -5.570 -18.424 -17.549 -0.10 -0.01 -0.40 0.31
H -6.091 -17.666 -16.103 -0.45 -0.21 0.19 0.27
C -14.901 -26.421 -6.468 1.29 0.74 -0.88 -1.36
C -14.826 -25.032 -5.854 1.11 -0.43 -0.30 0.56
C -14.936 -23.846 -6.809 -0.48 0.32 -0.29 -0.65
O -15.733 -24.948 -4.805 -1.62 1.26 0.92 -0.59
H -14.731 -27.141 -5.667 -0.71 -0.32 -0.20 0.49
H -14.046 -26.556 -7.132 0.31 0.04 -0.02 0.39
H -15.730 -26.536 -7.166 -0.49 -0.35 0.70 0.17
H -13.861 -24.905 -5.364 0.55 -0.27 -0.21 0.21
H -15.870 -23.828 -7.371 -0.31 -0.04 0.29 -0.21
H -14.175 -23.763 -7.586 0.41 -0.69 0.13 0.40
H -14.822 -22.894 -6.291 -0.35 -0.11 0.31 0.10
H -16.104 -25.777 -4.496 0.31 -0.17 -0.41 0.35
C -19.682 -21.352 -12.399 0.26 0.54 1.58 -0.73
C -20.571 -21.740 -11.202 0.53 2.23 -0.12 1.36
C -20.954 -20.460 -10.406 1.66 -0.35 0.12 -1.47
O -21.694 -22.361 -11.700 -0.93 -0.66 0.30 -0.59
H -20.014 -20.432 -12.879 -0.45 -0.47 -0.57 0.44
H -19.586 -22.260 -12.995 0.25 0.45 -0.55 -0.23
H -18.747 -21.044 -11.931 0.58 -0.34 -0.36 0.21
H -19.926 -22.380 -10.599 -0.26 -0.41 0.50 -0.36
H -21.475 -19.730 -11.026 -0.54 -0.31 0.28 0.36
H -20.020 -19.964 -10.143 0.56 0.18 -0.49 0.37
H -21.271 -20.579 -9.370 -1.19 -0.44 -0.39 0.38
H -21.346 -23.038 -12.284 -0.50 -0.55 -0.49 0.31
C -17.220 -31.362 -13.765 -0.77 -0.05 0.25 -1.29
C -18.447 -31.134 -14.698 1.12 0.01 0.62 0.60
C -19.732 -31.641 -14.179 -1.29 -1.66 0.32 -1.34
O -18.633 -29.788 -15.049 0.55 0.27 -0.79 -0.29
H -17.306 -31.012 -12.737 -0.62 0.68 0.00 0.21
H -16.322 -30.876 -14.148 0.05 -0.45 -0.29 0.27
H -17.136 -32.430 -13.563 0.53 -0.20 -0.62 0.47
H -18.255 -31.709 -15.605 0.23 0.29 -0.29 0.28
H -20.503 -31.490 -14.934 -0.14 0.47 0.15 0.27
H -20.058 -31.282 -13.203 0.11 0.45 -0.06 0.28
H -19.732 -32.727 -14.089 0.30 -0.26 0.20 0.46
H -18.816 -29.318 -14.232 0.03 0.53 0.40 0.24

4.
21
Properties=species:S:1:pos:R:3:forces:R:3:mulliken_charge:R:1 method="wB97M-V/def2-TZVPD" e_tot_ev=-20595.06930 largest_force_ha_per_bohr=0.055 e_above_lowest_kj_mol=0.0 spin_multiplicity=2 s2=0.75 total_charge=+1
O 0.151 0.992 -3.343 -0.49 0.02 0.17 -0.34
C 0.213 0.334 -2.168 0.19 -0.56 -0.28 -0.17
C 1.422 1.595 -3.582 0.26 0.05 -0.27 -0.27
O -1.086 -0.431 1.560 1.26 -1.47 0.99 -0.58
O 1.180 0.906 -1.361 -0.19 0.22 1.17 -0.25
C 2.065 1.681 -2.191 0.24 0.25 -0.08 -0.31
Ag 0.625 1.468 1.030 -0.45 -0.81 -0.43 0.80
H 1.255 2.575 -4.041 0.03 -0.28 0.12 0.28
H 2.006 0.963 -4.264 -0.17 0.13 0.18 0.25
H 2.098 2.704 -1.801 0.00 -0.22 -0.10 0.27
H 3.064 1.236 -2.149 -0.22 0.09 -0.04 0.27
H -0.687 -0.050 -1.679 0.25 0.47 -0.30 0.36
O -1.605 -2.371 2.595 -0.25 0.17 0.41 -0.30
C -1.168 -3.743 2.548 0.09 -0.29 0.18 -0.28
C -0.128 -3.735 1.421 0.12 -0.29 0.10 -0.24
O 0.065 -2.328 1.186 0.69 0.09 -0.18 -0.32
C -0.850 -1.627 1.824 -1.25 1.98 -1.59 0.74
H -0.742 -3.996 3.525 -0.14 0.03 -0.23 0.28
H -2.036 -4.374 2.335 0.20 0.20 0.09 0.27
H -0.487 -4.191 0.493 0.09 0.14 0.21 0.26
H 0.833 -4.169 1.711 -0.26 0.07 -0.10 0.26